a | Here is 2 unconnected molecules or ions with the total composition C9H18N2 from the Open Molecules 2025 dataset. Energies are from ωB97M-V with the def2-TZVPD basis set.

Structure (XYZ):
```
29
C9H18N2 ωB97M-V with the def2-TZVPD basis set
C -1.1631 -1.7947 0.7018
C -1.9559 -1.9098 1.9816
C 0.1262 -2.6331 0.6696
C -2.0389 -1.9689 -0.5623
H -0.7928 -0.7780 0.6349
H -2.3796 -2.9120 2.0588
H -0.0785 -3.6393 1.0473
H 0.3895 -2.7592 -0.3833
H 0.9503 -2.1392 1.1720
H -3.0842 -1.9815 -0.2293
H -2.0023 -1.0551 -1.1531
H -2.7294 -1.1504 2.0917
H -1.3346 -1.9179 2.8715
H -1.8015 -2.8214 -1.1924
C -0.3201 2.4267 -1.2510
C -1.4971 2.3874 -0.2508
C 0.8350 1.5898 -0.7977
C 1.0711 0.2960 -1.1350
C 2.4540 0.9686 0.4331
N 1.6978 1.9938 0.1987
N 2.1862 -0.0905 -0.3818
H -0.6838 1.9660 -2.1758
H -0.0388 3.4654 -1.4109
H -2.1280 1.5037 -0.3779
H 0.6855 -0.3406 -1.9079
H 3.2513 0.9493 1.1601
H 2.2301 -1.0318 -0.0031
H -2.1132 3.2668 -0.4038
H -1.1382 2.3377 0.7799
```

Properties
**Gap between HOMO and LUMO**: 0.3507 Ha
**Total charge**: 0
**Structure (SMILES)**: CCc1c[nH]cn1.CC(C)C
**Spin multiplicity**: 1

***

b | Here is 2 unconnected molecules or ions with the total composition C9H18N2 from the Open Molecules 2025 dataset. Energies are from ωB97M-V with the def2-TZVPD basis set.

Structure (XYZ):
```
29
C9H18N2 ωB97M-V with the def2-TZVPD basis set
C -0.0256 1.4659 -2.1750
C 0.1677 2.0867 -0.8143
C -1.2651 0.6718 -2.2462
C 0.2496 2.2826 -3.5140
H 0.9139 0.8096 -2.1348
H -0.6760 2.2358 -0.2543
H -2.2277 1.1624 -1.9109
H -1.3499 0.3475 -3.2651
H -1.2340 -0.0029 -1.5142
H 0.9418 1.6366 -4.2050
H -0.6416 2.1688 -4.1422
H 0.4723 3.1069 -1.1379
H 0.7754 1.6069 -0.1715
H 0.6321 3.2629 -3.3377
C 1.8433 -1.2504 1.3341
C 2.3301 0.1234 0.9687
C 0.3911 -1.3795 1.4830
C -0.5075 -2.1004 0.6719
C -1.5684 -0.7770 2.2583
N -0.2694 -0.4282 2.2139
N -1.7651 -1.8069 1.3134
H 2.3574 -2.1162 0.7747
H 2.2380 -1.4583 2.4661
H 2.3103 0.2810 -0.1010
H -0.4141 -2.7320 0.0148
H -2.3494 -0.2975 2.8929
H -2.6129 -2.2484 1.0000
H 3.3722 0.1576 1.0217
H 2.0437 0.9855 1.5137
```

Properties
**Gap between HOMO and LUMO**: 0.3455 Ha
**Total charge**: 0
**Structure (SMILES)**: CCc1c[nH]cn1.CC(C)C
**Spin multiplicity**: 1

***

Result of the stability comparison: b is the least stable of them.

***

a | Here is 2 unconnected molecules or ions with the total composition C6H17N3 from the Open Molecules 2025 dataset. Energies are from ωB97M-V with the def2-TZVPD basis set.

Structure (XYZ):
```
26
C6H17N3 ωB97M-V with the def2-TZVPD basis set
C -0.7397 -2.0128 -0.1274
C -0.4586 -2.3042 1.3306
N -2.0559 -1.7481 -0.4197
N 0.0832 -2.0867 -1.0997
H -0.2325 0.0795 0.3278
H -2.2994 -1.8500 -1.3925
H -2.7590 -2.0537 0.2312
H 1.0320 -2.3137 -0.8213
H 0.6316 0.0679 -1.7307
H -1.0554 -1.6609 1.9693
H 0.5956 -2.1481 1.5511
H -0.7157 -3.3411 1.5581
C 0.6949 1.7765 1.2553
C -1.1744 1.8455 -0.4268
C 0.0768 1.1042 0.0349
N 2.3712 0.4941 -0.6948
C 1.0501 0.9290 -1.1251
H 2.8826 1.2609 -0.2687
H 2.9068 0.1749 -1.4938
H 1.0899 1.8597 -1.7196
H 1.5181 1.1835 1.6446
H 1.0709 2.7674 0.9987
H -1.6190 1.3426 -1.2819
H -0.9300 2.8677 -0.7111
H -1.9152 1.8778 0.3693
H -0.0490 1.8881 2.0423
```

Properties
**Gap between HOMO and LUMO**: 0.3637 Ha
**Total charge**: 0
**Structure (SMILES)**: [H]/N=C(\C)N.CC(C)CN
**Spin multiplicity**: 1

***

b | Here is 2 unconnected molecules or ions with the total composition C6H17N3 from the Open Molecules 2025 dataset. Energies are from ωB97M-V with the def2-TZVPD basis set.

Structure (XYZ):
```
26
C6H17N3 ωB97M-V with the def2-TZVPD basis set
C 1.4639 -1.0496 -0.4626
C 1.9041 2.1039 0.8603
C 2.0148 -0.8220 -1.8300
C 0.8690 -2.3779 -0.1357
N 1.2824 1.1374 -0.0074
N 1.3779 -0.0978 0.4578
H 1.6097 -0.2910 1.4420
H 1.6546 1.9086 1.9171
H 1.5339 3.0952 0.5902
H 3.0004 2.1108 0.7742
H 2.8120 -1.5428 -2.0442
H -0.1607 -2.4313 -0.5184
H 1.2373 -0.9432 -2.5817
H 2.4313 0.1753 -1.8994
H 1.4399 -3.1921 -0.5815
H 0.8312 -2.5371 0.9412
C -2.1643 0.0711 0.6698
C -3.0403 1.3245 0.7299
N -2.0431 -0.5415 -0.6481
H -2.9701 -0.7847 -0.9896
H -1.6115 0.1160 -1.2957
H -2.5357 -0.6846 1.3706
H -1.1510 0.3282 0.9918
H -2.6739 2.0749 0.0332
H -4.0769 1.0968 0.4862
H -3.0350 1.7525 1.7300
```

Properties
**Gap between HOMO and LUMO (alpha / beta)**: 0.2888 / 0.2887 Ha
**Total charge**: 0
**Spin multiplicity**: 1

***

Result of the stability comparison: b is the least stable of them.

***

a | Here is a single C19H28N2O5S molecule from the Open Molecules 2025 dataset. Energies are from ωB97M-V with the def2-TZVPD basis set.

Structure (XYZ):
```
55
C19H28N2O5S ωB97M-V with the def2-TZVPD basis set
C -9.3767 0.4001 -1.7968
C -8.0771 0.6390 -1.0445
H -7.8983 -0.1733 -0.3271
H -8.1235 1.5901 -0.4976
O -7.0313 0.6802 -2.0001
C -5.7627 0.8955 -1.5886
C -4.7966 0.9383 -2.6028
C -3.4716 1.1503 -2.2941
C -3.0975 1.3209 -0.9720
C -4.0359 1.2842 0.0377
C -5.3716 1.0713 -0.2620
H -6.0928 1.0470 0.5390
H -3.7087 1.4287 1.0555
S -1.3721 1.5825 -0.5973
O -1.2333 1.7821 0.8192
O -0.8412 2.5877 -1.4720
N -0.7452 0.1091 -1.1127
C 0.6258 0.1468 -1.5723
C 1.6212 0.1142 -0.4123
H 1.4704 1.0042 0.2021
H 2.6412 0.1274 -0.8022
C 1.3661 -1.1350 0.4415
C -0.0740 -1.0921 0.9506
C -1.0426 -0.9967 -0.2274
H -1.0065 -1.9157 -0.8247
H -2.0651 -0.8543 0.1278
H -0.1970 -0.2177 1.5902
H -0.2926 -1.9829 1.5410
C 2.3555 -1.1795 1.6029
O 2.0606 -0.9412 2.7531
N 3.6049 -1.5473 1.2258
H 3.8326 -1.6004 0.2443
C 4.7431 -1.4162 2.1019
H 5.3182 -2.3480 2.0895
H 4.3625 -1.2299 3.1079
C 5.6355 -0.2531 1.6434
C 6.8880 -0.0869 2.5218
H 6.8076 0.7734 3.1809
H 7.0326 -0.9800 3.1313
C 8.0189 0.0521 1.5021
H 8.1387 1.0939 1.2048
H 8.9704 -0.3283 1.8650
C 7.4689 -0.7599 0.3321
H 7.6428 -1.8345 0.4921
O 6.0839 -0.4837 0.3089
H 7.8795 -0.4737 -0.6371
H 5.0291 0.6607 1.6179
H 1.5142 -2.0287 -0.1780
H 0.7820 -0.7125 -2.2347
H 0.7327 1.0675 -2.1467
H -2.7134 1.1943 -3.0588
H -5.1229 0.8039 -3.6217
H -9.5459 1.2029 -2.5088
H -10.2067 0.3621 -1.0973
H -9.3239 -0.5390 -2.3403
```

Properties
**Gap between HOMO and LUMO**: 0.3533 Ha
**Total charge**: 0
**Structure (SMILES)**: CCOc1ccc(S(=O)(=O)N2CCC(C(=O)NC[C@H]3CCCO3)CC2)cc1
**Spin multiplicity**: 1

***

b | Here is a single C19H28N2O5S molecule from the Open Molecules 2025 dataset. Energies are from ωB97M-V with the def2-TZVPD basis set.

Structure (XYZ):
```
55
C19H28N2O5S ωB97M-V with the def2-TZVPD basis set
C -5.2485 -1.5583 -1.4908
H -5.7238 -2.4243 -1.9428
H -5.0849 -0.8029 -2.2558
H -4.2839 -1.8535 -1.0887
C -6.1256 -0.9974 -0.3696
N -5.4890 0.2014 0.1893
C -4.2706 0.2309 0.7512
O -3.5600 -0.7277 0.9536
C -3.8264 1.6446 1.1872
H -4.0877 1.8111 2.2340
H -4.2786 2.4131 0.5514
O -2.4147 1.7309 1.1231
C -1.9022 1.5131 -0.0961
O -2.5869 1.3830 -1.0821
C -0.4191 1.4699 -0.0942
C 0.3117 1.5869 1.0859
C 1.6931 1.5147 1.0445
C 2.3297 1.3244 -0.1686
C 1.6161 1.2166 -1.3484
C 0.2364 1.2939 -1.3123
H -0.3549 1.2146 -2.2118
H 2.1530 1.0884 -2.2747
S 4.1132 1.0953 -0.1906
O 4.6616 1.7220 0.9748
O 4.6069 1.4745 -1.4812
N 4.3216 -0.5418 -0.0219
C 4.1094 -1.3471 -1.2018
H 4.9546 -2.0368 -1.3109
C 2.8028 -2.1452 -1.2326
H 2.5400 -2.3221 -2.2775
C 2.9293 -3.4982 -0.5337
C 3.0466 -3.4039 0.9852
C 4.2058 -2.5359 1.4752
H 5.1335 -2.8188 0.9786
C 3.9524 -1.0420 1.2859
H 2.8911 -0.8363 1.4970
H 4.5508 -0.4618 1.9921
H 4.3352 -2.7129 2.5448
H 3.1740 -4.4143 1.3809
H 2.1138 -3.0080 1.3943
H 3.8041 -4.0178 -0.9321
H 2.0514 -4.1029 -0.7725
H 1.9960 -1.5621 -0.7842
H 4.1559 -0.6435 -2.0340
H 2.2939 1.6228 1.9340
H -0.2059 1.7268 2.0213
H -5.9477 1.0758 -0.0088
C -7.4846 -0.5678 -0.9192
H -7.3631 0.1682 -1.7116
H -8.0059 -1.4276 -1.3305
H -8.1001 -0.1399 -0.1302
C -6.3059 -2.0335 0.7414
H -6.7804 -2.9263 0.3442
H -6.9265 -1.6308 1.5390
H -5.3381 -2.3029 1.1532
```

Properties
**Gap between HOMO and LUMO**: 0.3434 Ha
**Total charge**: 0
**Structure (SMILES)**: CC(C)(C)NC(=O)COC(=O)c1ccc(S(=O)(=O)N2CCCCCC2)cc1
**Spin multiplicity**: 1

***

Result of the stability comparison: a is the least stable of them.